# 1
A molecular structure, C15H24N4O5Ru. Source: the Open Molecules 2025 dataset; level of theory: the ωB97M-V functional and the def2-TZVPD basis.

net charge: +1
E_HOMO (spin up / spin down): -8.03 / -11.51 eV
spin multiplicity: 6
E_LUMO (spin up / spin down): -2.826 / -5.789 eV
ΔE to the lowest compared entry with this formula, charge and spin: 0.0 kcal per mole
expectation value of S²: 8.79
electronic energy: -34711.04206 eV
Kohn-Sham gap (spin up / spin down): 5.200 / 5.723 eV

Last column: Mulliken charge in e.
Positions of all 49 atoms, in Å:
C1 -0.95 -2.30 -1.87  0.104
N1 1.43 -0.26 1.31  0.421
C2 1.28 4.09 -1.02  -0.790
H1 -0.01 -4.08 -2.63  0.347
H2 -1.34 -4.36 -1.52  0.328
H3 2.13 -1.04 -2.25  0.327
H4 -2.00 -0.54 1.03  0.294
H5 2.29 -2.21 4.00  0.371
C3 -1.58 -1.19 -2.46  0.356
H6 -1.61 1.10 0.79  0.256
N2 0.96 1.89 -0.19  0.417
H7 3.58 1.86 2.95  0.287
C4 2.28 -1.31 3.35  -1.107
C5 1.88 2.05 0.81  0.757
C6 2.53 3.30 0.86  -0.812
Ru1 0.12 -0.07 -0.36  0.367
O1 2.11 -0.27 -1.64  -0.482
H8 1.03 4.81 -1.79  0.430
H9 -5.09 1.88 -0.17  0.323
H10 -2.30 -2.02 -4.32  0.405
O2 -1.38 1.17 -2.51  -0.585
N3 -0.11 -1.97 -0.86  0.359
C7 3.00 0.92 2.77  -1.033
C8 3.12 -0.22 3.58  -0.338
C9 0.59 2.89 -1.01  -0.562
H11 -0.26 2.67 -1.68  0.658
H12 -4.96 0.79 -1.02  0.284
H13 -2.87 -1.83 3.91  0.283
H14 3.29 3.46 1.61  0.346
H15 2.86 5.23 -0.12  0.408
C10 -0.99 -3.71 -2.32  -1.344
H16 -2.59 -0.30 -4.14  0.353
O3 0.50 -3.16 -0.44  -0.498
H17 1.02 -2.94 0.36  0.439
H18 -2.07 -0.83 4.84  0.291
C11 1.41 -1.25 2.25  -0.355
C12 -1.13 0.12 1.13  -0.879
H19 0.63 -1.99 2.17  0.776
H20 3.80 -0.22 4.44  0.407
N4 -1.08 0.03 -2.01  0.532
C13 2.29 4.30 -0.08  -0.552
C14 2.12 0.87 1.66  0.428
O4 -5.27 1.75 -1.14  -0.608
H21 -3.59 -1.48 -3.30  0.290
C15 -2.56 -1.24 -3.59  -1.267
O5 -2.16 -1.18 3.96  -0.554
H22 -0.84 0.19 2.16  0.433
H23 2.15 0.43 -2.31  0.317
H24 -1.67 -3.82 -3.18  0.372

# 2
2 unconnected molecules or ions with the total composition C10H15Cl2FIN2O2. Source: the Open Molecules 2025 dataset; level of theory: the ωB97M-V functional and the def2-TZVPD basis.

net charge: +1
E_HOMO: -12.41 eV
spin multiplicity: 1
E_LUMO: -4.446 eV
electronic energy: -53545.27660 eV
Kohn-Sham gap: 7.969 eV

Last column: Mulliken charge in e.
Positions of all 33 atoms, in Å:
C1 1.45 0.99 -0.63  0.140
O1 -2.95 -0.34 -1.32  -0.368
O2 -1.37 -0.31 2.67  -0.550
C2 -0.27 -0.22 0.57  1.251
C3 -3.17 -0.49 -0.18  0.596
C4 -1.47 -0.12 1.48  -0.531
N1 -2.68 0.31 0.88  -0.108
I1 0.49 -4.46 -0.65  0.149
C5 1.89 0.56 0.71  -0.187
H1 -0.60 0.62 -1.41  0.491
H2 1.90 0.48 -1.47  0.311
C6 -0.09 0.88 -0.49  -1.005
N2 0.96 0.00 1.38  0.118
F1 -3.93 -1.47 0.30  -0.223
H3 1.07 -0.28 2.35  0.305
H4 -3.36 0.35 1.64  0.404
Cl1 2.17 4.34 -1.50  -0.173
H5 1.70 5.41 -3.54  0.329
H6 0.26 -1.50 -1.10  0.470
H7 0.32 -2.38 2.77  0.290
H8 2.88 0.73 1.12  0.483
H9 -0.47 1.83 -0.12  0.373
C7 1.32 4.52 -3.05  -0.254
H10 -1.03 -3.23 1.98  0.307
H11 0.26 4.62 -2.85  0.261
C8 -0.18 -1.63 -0.11  -1.490
C9 0.60 -2.72 0.63  -0.369
H12 0.49 -4.05 2.31  0.473
Cl2 1.58 3.13 -4.09  -0.140
H13 1.66 -2.50 0.69  0.493
C10 0.05 -3.10 2.00  -1.180
H14 -1.18 -2.02 -0.28  0.676
H15 1.71 2.06 -0.71  -0.343

# 3
C5H8NP in the gas phase. Source: the Open Molecules 2025 dataset; level of theory: the ωB97M-V functional and the def2-TZVPD basis.

net charge: 0
E_HOMO: -7.17 eV
spin multiplicity: 1
E_LUMO: -0.175 eV
ΔE to the lowest compared entry with this formula, charge and spin: 80.9 kcal per mole
electronic energy: -16089.37409 eV
Kohn-Sham gap: 7.000 eV

Last column: Mulliken charge in e.
Positions of all 15 atoms, in Å:
H1 -0.66 -1.57 -0.49  0.369
H2 -0.86 -1.67 1.17  0.317
N1 -0.97 1.74 2.38  0.058
C1 -0.16 -1.24 0.41  -1.220
H3 0.84 -1.65 0.43  0.288
C2 -0.71 0.59 1.79  -0.612
H4 -0.94 3.19 3.86  0.236
H5 -0.28 0.38 -2.68  0.273
H6 -1.30 -0.15 2.23  0.240
P1 0.04 1.49 -0.54  -0.092
C3 -0.24 0.22 0.52  0.781
C4 0.64 0.63 -2.15  -1.028
C5 -1.41 2.68 3.00  -0.257
H7 1.01 -0.36 -1.84  0.261
H8 1.23 1.20 -2.74  0.385

> Which value of net charge does entry 1 give?

+1

> Which value of spin multiplicity does entry 1 give?

6

> Which value of net charge does entry 2 give?

+1

Copy entry 2 word for word.
2 unconnected molecules or ions with the total composition C10H15Cl2FIN2O2. Source: the Open Molecules 2025 dataset; level of theory: the ωB97M-V functional and the def2-TZVPD basis.

net charge: +1
E_HOMO: -12.41 eV
spin multiplicity: 1
E_LUMO: -4.446 eV
electronic energy: -53545.27660 eV
Kohn-Sham gap: 7.969 eV

Last column: Mulliken charge in e.
Positions of all 33 atoms, in Å:
C1 1.45 0.99 -0.63  0.140
O1 -2.95 -0.34 -1.32  -0.368
O2 -1.37 -0.31 2.67  -0.550
C2 -0.27 -0.22 0.57  1.251
C3 -3.17 -0.49 -0.18  0.596
C4 -1.47 -0.12 1.48  -0.531
N1 -2.68 0.31 0.88  -0.108
I1 0.49 -4.46 -0.65  0.149
C5 1.89 0.56 0.71  -0.187
H1 -0.60 0.62 -1.41  0.491
H2 1.90 0.48 -1.47  0.311
C6 -0.09 0.88 -0.49  -1.005
N2 0.96 0.00 1.38  0.118
F1 -3.93 -1.47 0.30  -0.223
H3 1.07 -0.28 2.35  0.305
H4 -3.36 0.35 1.64  0.404
Cl1 2.17 4.34 -1.50  -0.173
H5 1.70 5.41 -3.54  0.329
H6 0.26 -1.50 -1.10  0.470
H7 0.32 -2.38 2.77  0.290
H8 2.88 0.73 1.12  0.483
H9 -0.47 1.83 -0.12  0.373
C7 1.32 4.52 -3.05  -0.254
H10 -1.03 -3.23 1.98  0.307
H11 0.26 4.62 -2.85  0.261
C8 -0.18 -1.63 -0.11  -1.490
C9 0.60 -2.72 0.63  -0.369
H12 0.49 -4.05 2.31  0.473
Cl2 1.58 3.13 -4.09  -0.140
H13 1.66 -2.50 0.69  0.493
C10 0.05 -3.10 2.00  -1.180
H14 -1.18 -2.02 -0.28  0.676
H15 1.71 2.06 -0.71  -0.343